DFT (wB97M-V/def2-TZVPD) results for an isolated ion of composition C3H6NO2S and charge -1 at a distorted geometry.

```
13
C3H6NO2S (wB97M-V/def2-TZVPD)
C 0.422 2.213 -0.576
C -0.033 1.209 0.173
C 0.705 0.081 1.057
S -0.413 -1.253 0.924
N -0.490 -1.826 -0.703
O 0.130 -2.453 1.591
O -1.824 -1.044 1.165
H -0.136 2.900 -1.215
H 1.433 2.357 -0.594
H -1.119 1.046 0.011
H 1.584 -0.065 0.549
H 0.389 -2.142 -1.065
H -0.651 -1.022 -1.317
```

Values from the calculation:
HOMO energy: -3.391 eV
total energy: -721.2814 Ha
SMILES string: C=CC=[S@@](N)(=O)[O-]
LUMO level: 3.942 eV
Kohn-Sham gap: 7.33 eV
charge: -1
energy above the lowest of the compared OMol25 structures with the same formula, charge and spin: 3.4609 eV


DFT (wB97M-V/def2-TZVPD) results for a 2-piece molecular cluster, C3H6NO2S overall at a distorted geometry.

```
13
C3H6NO2S (wB97M-V/def2-TZVPD)
C 1.770 1.782 -0.139
C 0.370 -1.641 -0.636
C 0.234 0.098 0.766
N 1.084 0.969 0.351
O -2.174 -0.901 0.541
O -1.371 0.800 -1.180
S -1.571 0.343 0.166
H 2.318 2.561 -0.610
H -0.539 -2.393 -0.470
H 1.397 -1.922 -0.234
H 0.187 -0.949 -1.525
H 0.236 -0.064 1.932
H -1.942 1.318 1.039
```

Values from the calculation:
HOMO energy: -14.793 eV
total energy: -720.8458 Ha
LUMO level: -5.690 eV
Kohn-Sham gap: 9.10 eV
charge: +1
energy above the lowest of the compared OMol25 structures with the same formula, charge and spin: 6.1351 eV


DFT (wB97M-V/def2-TZVPD) results for C3H6NO3S as an isolated structure at a distorted geometry.

```
14
C3H6NO3S (wB97M-V/def2-TZVPD)
C -2.440 1.751 0.951
C 0.320 -0.946 -1.150
C -0.236 -0.296 0.052
N -1.257 0.610 -0.242
O -2.936 -1.283 -0.476
O -2.337 2.946 0.802
O -3.523 1.104 0.525
S -2.699 0.117 -0.734
H -1.912 1.316 1.869
H -0.495 -1.007 -1.815
H 0.851 -0.252 -1.800
H 0.685 -1.938 -0.928
H -0.584 -1.133 0.590
H 0.626 0.201 0.670
```

Values from the calculation:
HOMO energy: -3.652 eV
total energy: -796.5360 Ha
LUMO level: 3.781 eV
Kohn-Sham gap: 7.43 eV
charge: -1
energy above the lowest of the compared OMol25 structures with the same formula, charge and spin: 4.0734 eV